Entry 1:
This record from OMol25 describes a structure of composition C28H32N6PtS4 in a non-equilibrium geometry. The level of theory is wB97M-V/def2-TZVPD.

Structure (XYZ):
```
71
Properties=species:S:1:pos:R:3:forces:R:3:lowdin_charge:R:1
Pt -0.650 1.243 -0.054 -0.146 -0.069 0.542 0.91
S 0.782 -5.485 -0.406 -0.007 0.181 0.343 1.05
S -1.074 3.842 -0.350 0.230 -0.183 -0.170 0.87
S -0.782 1.624 -2.901 -0.124 0.067 -0.131 0.86
S 1.436 4.526 -3.075 0.217 -0.831 0.616 1.25
N 1.568 0.934 0.395 -0.575 0.251 -0.390 -0.02
N -0.540 -1.113 -0.197 0.025 0.738 0.127 -0.05
N -2.612 -8.358 -0.028 1.160 1.180 0.101 0.30
N -3.033 1.157 0.017 0.715 0.553 0.053 -0.12
N -3.461 -0.160 -0.299 -0.069 -0.873 -0.487 -0.03
N -0.385 1.476 2.264 -0.276 -0.233 -0.956 0.00
C 1.272 1.630 4.007 -0.372 -0.156 -0.676 -0.11
C 2.641 1.536 4.385 0.411 -0.048 -0.152 0.03
C 1.915 1.113 1.686 0.708 0.001 0.182 -0.15
C -2.243 -7.963 -1.203 -0.413 -0.444 -1.786 0.00
C 3.830 0.392 -0.145 0.036 0.006 0.119 0.00
C -1.066 1.854 4.519 0.234 0.063 0.029 0.01
C -0.058 -3.173 0.911 -0.066 0.186 -0.184 -0.04
C 0.544 4.692 -0.416 -0.508 0.061 -0.108 -0.45
C 4.221 0.591 1.160 -0.253 0.030 -0.173 0.05
C 0.137 -3.802 -0.312 -0.019 -0.301 0.059 -0.47
C -0.391 -1.825 0.916 0.050 -0.323 0.329 -0.12
C 0.904 1.428 2.653 0.196 0.107 0.737 -0.16
C 0.243 1.860 4.938 -0.160 0.018 -0.183 0.05
C -1.719 4.143 -2.051 -0.107 -0.111 0.458 -0.45
C -1.333 1.668 3.159 -0.121 0.017 0.319 -0.10
C -1.102 -6.990 1.093 -0.232 -0.187 -0.426 0.01
C 3.592 1.201 3.479 -0.157 0.091 0.495 0.02
C -1.219 -7.017 -1.323 -0.465 -0.429 0.816 -0.01
C 3.259 0.967 2.115 -0.462 0.007 -0.274 -0.11
C -2.124 -7.942 1.104 -0.279 -0.368 1.404 0.00
C -0.024 -3.059 -1.476 -0.064 0.097 0.183 -0.04
C 1.624 2.924 -3.903 0.216 0.241 -0.262 -0.42
C 1.576 4.031 -1.315 -0.211 -0.014 -0.358 -0.43
C 2.488 0.577 -0.484 0.254 -0.087 -0.022 -0.14
C 0.305 2.236 -4.254 -0.460 -0.093 0.345 -0.44
C -0.661 -6.541 -0.142 0.432 0.530 -0.700 -0.45
C -0.375 -1.720 -1.368 0.107 -0.236 -0.281 -0.13
C -2.082 2.905 -2.849 0.433 -0.245 0.007 -0.48
H 5.253 0.454 1.455 0.048 0.027 0.035 0.14
H 2.567 4.375 -1.015 0.261 0.124 -0.074 0.12
H 0.896 4.683 0.619 0.046 0.079 -0.113 0.10
H -3.410 1.802 -0.677 -0.038 -0.230 0.279 0.07
H -0.513 -1.118 -2.256 -0.037 -0.004 -0.016 0.08
H -0.309 2.892 -4.872 -0.013 -0.114 -0.096 0.10
H -0.521 -1.303 1.854 -0.007 0.061 0.042 0.11
H 4.547 0.100 -0.898 -0.005 -0.045 -0.064 0.13
H -3.377 1.485 0.924 -0.140 -0.093 -0.291 0.09
H 0.084 -3.698 1.842 0.009 -0.033 0.098 0.12
H -2.967 2.401 -2.461 0.025 0.058 -0.094 0.06
H 2.899 1.722 5.416 0.077 -0.026 0.097 0.14
H 2.116 3.159 -4.852 0.068 0.073 0.026 0.11
H 2.156 0.412 -1.504 -0.059 0.018 0.020 0.11
H -0.878 -6.704 -2.298 -0.092 -0.088 -0.046 0.13
H -2.725 -8.387 -2.077 -0.089 -0.078 -0.086 0.17
H -2.311 3.192 -3.879 -0.083 -0.064 0.083 0.11
H 2.293 2.292 -3.320 -0.033 0.103 0.148 0.09
H -0.970 4.730 -2.585 -0.048 0.164 0.010 0.04
H -0.668 -6.667 2.026 -0.002 -0.047 0.110 0.14
H 0.138 -3.498 -2.447 -0.015 -0.055 -0.096 0.12
H -1.876 1.995 5.218 -0.060 0.033 -0.016 0.13
H -2.512 -8.372 2.018 -0.022 -0.040 0.174 0.17
H 0.359 5.726 -0.718 0.008 0.024 0.255 0.10
H 4.620 1.095 3.787 0.152 0.015 0.023 0.14
H -2.607 4.768 -1.929 0.132 0.118 -0.085 0.11
H -4.289 -0.196 -0.885 -0.113 0.298 0.338 0.10
H 0.539 1.341 -4.836 0.108 0.191 -0.041 0.10
H -3.611 -0.717 0.534 0.006 0.230 -0.013 0.09
H -2.359 1.665 2.819 -0.013 0.049 -0.082 0.11
H 1.539 2.945 -1.231 0.047 0.074 -0.207 0.03
H 0.494 2.028 5.975 0.004 -0.015 0.137 0.14
```
Positions in Å, forces in eV/Å.

## Properties
- Orbital gap (spin up / spin down): 0.296 / 0.148 Ha
- <S²>: 6.02
- 2S+1: 5
- HOMO (spin up / spin down): -17.93 / -18.26 eV
- Total charge: +4
- LUMO energy (spin up / spin down): -0.3629 / -0.5230 Eh


Entry 2:
This record from OMol25 describes a cluster of 2 separate species, C28H32NO2 in total in a non-equilibrium geometry. The level of theory is wB97M-V/def2-TZVPD.

Structure (XYZ):
```
63
Properties=species:S:1:pos:R:3:forces:R:3:lowdin_charge:R:1
O 1.189 2.287 1.425 -0.541 0.418 0.068 -0.10
O -0.571 2.922 -4.707 -0.171 0.266 1.171 -0.06
N -1.727 -1.174 0.330 1.089 0.699 0.018 -0.04
C 1.450 1.788 -2.004 -0.161 -0.307 0.012 -0.03
C 1.841 -1.029 4.991 0.235 0.127 -0.168 -0.07
C 1.842 -1.597 -2.209 -0.056 -0.338 0.195 -0.08
C -1.976 -2.470 -0.336 0.133 -0.310 -0.214 -0.15
C 2.391 -0.345 2.354 -0.144 0.241 0.205 -0.10
C 1.034 -0.396 2.752 1.416 -0.123 0.609 -0.21
C -4.439 -2.243 -0.139 0.079 -0.142 -0.168 -0.21
C 1.216 1.605 0.306 0.444 0.435 0.192 -0.08
C -2.830 -0.722 1.175 -0.405 -0.019 0.422 -0.15
C -0.425 -0.887 0.744 -0.954 -1.099 -0.546 -0.15
C -0.577 2.810 -1.034 0.674 -0.104 -0.068 0.03
C -1.935 3.355 -4.900 0.286 0.058 -0.051 -0.04
C -4.222 -0.904 0.549 -0.076 0.317 -0.171 -0.18
C 2.415 2.982 1.737 0.441 -0.192 -0.055 0.01
C 0.631 2.083 -0.893 -0.148 -0.348 0.214 -0.19
C 1.077 2.120 -3.269 -0.534 0.695 -0.310 0.03
C 1.628 -2.346 0.483 -0.081 0.126 -0.168 -0.04
C -3.288 -2.491 -1.100 0.031 -0.030 0.058 -0.18
C 3.431 -0.482 3.266 -0.173 -0.243 0.104 -0.07
C 0.791 -0.776 4.104 -0.165 0.287 -0.815 -0.02
C -0.976 3.152 -2.307 -0.043 0.080 -0.424 0.01
C 2.762 -2.706 -0.251 -0.283 -0.102 -0.157 -0.06
C 0.706 -1.248 -1.477 0.304 0.351 0.388 -0.06
C 3.168 -0.849 4.588 -0.230 0.170 -0.108 -0.07
C 2.874 -2.322 -1.593 0.093 0.337 0.172 -0.07
C -0.085 -0.091 1.828 -0.492 0.506 -0.855 -0.01
C -0.159 2.793 -3.422 -0.503 -0.741 -0.670 -0.22
C 0.661 -1.508 -0.093 -0.132 -0.908 0.082 -0.19
H 1.670 1.849 -4.144 -0.235 0.224 0.242 0.14
H -3.275 -1.727 -1.885 0.017 0.012 0.048 0.12
H -2.822 -1.277 2.131 0.244 0.056 -0.150 0.14
H -2.010 -3.263 0.434 0.071 0.202 -0.116 0.14
H -0.244 -0.898 4.442 0.385 0.133 -0.118 0.12
H -2.689 0.336 1.424 -0.064 -0.285 -0.110 0.11
H 3.989 -0.987 5.291 -0.256 0.025 -0.155 0.11
H 2.674 -0.236 1.300 -0.202 0.153 0.751 0.09
H -2.048 4.395 -4.560 -0.053 -0.309 -0.219 0.10
H -1.165 -2.723 -1.024 -0.097 0.190 0.330 0.11
H 2.393 1.281 -1.831 -0.140 -0.106 -0.089 0.13
H -4.973 -0.775 1.331 0.130 0.129 0.051 0.12
H -0.771 0.728 2.108 0.106 -1.007 0.377 0.12
H 2.700 3.601 0.872 -0.114 -0.042 0.386 0.11
H -2.628 2.696 -4.351 0.230 0.203 -0.291 0.10
H -3.379 -3.459 -1.601 -0.002 0.068 0.096 0.12
H 3.552 -3.279 0.244 -0.298 0.111 -0.317 0.12
H -1.936 3.656 -2.472 0.622 -0.212 0.158 0.12
H -0.134 -0.734 -1.958 0.423 -0.035 0.212 0.13
H -5.388 -2.259 -0.682 0.034 0.096 0.187 0.12
H 1.915 -1.299 -3.258 -0.019 -0.252 0.319 0.11
H 4.448 -0.300 2.918 -0.148 -0.268 0.161 0.11
H -1.148 3.087 -0.146 0.045 -0.181 -0.335 0.14
H -2.087 3.276 -5.976 -0.142 0.089 0.220 0.10
H 3.781 -2.563 -2.153 -0.363 0.023 0.163 0.11
H -4.393 -0.106 -0.181 0.046 -0.011 -0.015 0.11
H 2.057 0.914 0.143 -0.372 0.275 0.259 0.12
H 2.166 3.591 2.608 0.267 -0.120 -0.177 0.11
H 1.481 -2.687 1.515 0.290 0.228 -0.496 0.13
H 1.631 -1.345 6.016 -0.021 0.119 -0.368 0.11
H 3.214 2.251 1.948 -0.323 0.335 0.070 0.10
H -4.475 -3.052 0.599 0.009 0.048 -0.038 0.12
```
Positions in Å, forces in eV/Å.

## Properties
- Orbital gap: 0.220 Ha
- Energy above the lowest of the compared OMol25 structures with the same formula, charge and spin: 1.769 eV
- 2S+1: 1
- HOMO: -10.35 eV
- Total charge: +1
- LUMO energy: -0.1605 Eh


Number 1: molecular weight 776.0 g/mol. Number 2: molecular weight 414.6 g/mol.